Record 1
Computed, not measured: a molecular structure, C15H15CdNO7P2S, with wB97M-V/def2-TZVPD.

## Properties
Energy = -65605.267 eV

Last column: Mulliken charge in e.
Element x y z (Å)
1 Cd 0.694 0.411 -0.444  0.316
2 C 3.725 -0.261 2.313  -1.741
3 C 3.001 -1.462 1.722  1.127
4 O 3.519 -2.617 2.384  -0.594
5 P 3.331 -1.615 -0.060  1.009
6 O 4.885 -1.804 -0.263  -0.560
7 O 2.768 -3.021 -0.485  -0.580
8 O 2.809 -0.439 -0.820  -0.774
9 P 1.153 -1.288 1.857  0.872
10 O 0.765 -2.200 3.106  -0.500
11 O 0.608 -1.922 0.597  -0.759
12 O 0.806 0.156 2.019  -0.748
13 H 4.801 -0.420 2.238  0.442
14 H 3.466 -0.169 3.367  0.427
15 H 3.448 0.663 1.811  0.306
16 H 2.917 -3.361 2.259  0.378
17 H 5.278 -1.072 -0.752  0.354
18 H 1.802 -2.978 -0.277  0.450
19 H 0.646 -1.699 3.919  0.359
20 S -3.813 1.486 -1.336  -0.359
21 C -3.910 -0.226 -1.077  0.929
22 C -5.029 -1.053 -1.049  -0.648
23 C -4.831 -2.399 -0.817  -0.409
24 C -3.547 -2.916 -0.609  -0.685
25 C -2.435 -2.100 -0.638  -0.231
26 C -2.624 -0.739 -0.881  -0.610
27 N -1.622 0.215 -0.936  -0.302
28 C -2.090 1.410 -1.144  1.541
29 C -1.232 2.612 -1.202  0.643
30 C -1.794 3.845 -1.534  -0.816
31 C -0.997 4.975 -1.575  -0.663
32 C 0.357 4.865 -1.287  -0.584
33 C 0.907 3.630 -0.965  0.109
34 C 0.132 2.476 -0.910  -0.778
35 H -6.023 -0.659 -1.208  0.395
36 H -5.683 -3.065 -0.792  0.375
37 H -3.427 -3.974 -0.418  0.398
38 H -1.440 -2.479 -0.448  0.404
39 H -2.850 3.934 -1.765  0.333
40 H -1.427 5.934 -1.832  0.389
41 H 0.987 5.745 -1.317  0.371
42 H 1.968 3.581 -0.749  0.417


Record 2
Computed, not measured: 2 unconnected molecules or ions with the total composition C14H16 at a distorted geometry, with wB97M-V/def2-TZVPD.

## Properties
Energy = -14777.221 eV

Last column: Mulliken charge in e.
Element x y z (Å)
1 C -2.619 -0.213 -4.153  -1.396
2 C -1.737 -0.711 -3.034  0.896
3 C -2.275 -1.218 -1.873  -0.406
4 C -1.425 -1.523 -0.810  -0.609
5 C -0.073 -1.260 -0.911  -0.284
6 C 0.486 -0.876 -2.130  -0.663
7 C -0.355 -0.609 -3.192  -0.352
8 H -2.392 0.845 -4.286  0.298
9 H -3.660 -0.460 -3.959  0.351
10 H -2.392 -0.614 -5.147  0.338
11 H -3.342 -1.388 -1.801  0.295
12 H -1.806 -1.841 0.155  0.389
13 H 0.535 -1.457 -0.036  0.411
14 H 1.563 -0.776 -2.081  0.368
15 H 0.048 -0.343 -4.163  0.357
16 C 0.254 2.605 0.969  -1.464
17 C 0.850 1.502 1.772  0.669
18 C 0.066 0.494 2.297  -0.205
19 C 0.554 -0.440 3.228  -0.706
20 C 1.847 -0.292 3.661  -0.358
21 C 2.702 0.608 3.000  -0.479
22 C 2.231 1.409 1.990  -0.367
23 H 0.600 2.628 -0.065  0.306
24 H 0.561 3.583 1.358  0.356
25 H -0.821 2.641 1.010  0.393
26 H -0.966 0.442 1.961  0.314
27 H -0.176 -1.075 3.704  0.388
28 H 2.300 -0.893 4.437  0.369
29 H 3.729 0.614 3.304  0.382
30 H 2.871 2.049 1.391  0.406


Record 3
Computed, not measured: 3 unconnected molecules or ions with the total composition C17H42N6O4P2 at a distorted geometry, with wB97M-V/def2-TZVPD.

## Properties
Energy = -54013.158 eV

Last column: Mulliken charge in e.
Element x y z (Å)
1 C 1.648 0.373 -0.783  -0.539
2 N 1.762 -1.047 -1.018  0.203
3 C 3.148 -1.443 -1.245  -1.017
4 P 0.570 -2.068 -1.729  0.744
5 O 0.880 -3.347 -0.992  -0.841
6 N -1.020 -1.812 -1.057  0.250
7 C -1.222 -0.924 0.072  -1.020
8 C -1.759 -3.054 -0.829  -1.114
9 N 0.211 -1.033 -3.039  0.104
10 C 1.212 -0.944 -4.100  -1.048
11 C -0.928 -0.155 -3.221  -0.870
12 H 1.713 0.982 -1.698  0.171
13 H 2.453 0.707 -0.126  0.447
14 H 0.733 0.641 -0.263  -0.220
15 H 3.509 -1.128 -2.234  0.336
16 H 3.257 -2.525 -1.178  0.261
17 H 3.807 -1.011 -0.489  0.352
18 H -0.546 -1.141 0.911  0.322
19 H -2.249 -1.001 0.433  0.417
20 H -1.113 0.123 -0.219  0.121
21 H -1.458 -3.548 0.102  0.333
22 H -1.609 -3.758 -1.646  0.344
23 H -2.830 -2.840 -0.772  0.360
24 H 1.848 -0.059 -3.981  0.296
25 H 0.751 -0.902 -5.088  0.376
26 H 1.861 -1.822 -4.096  0.326
27 H -0.809 0.771 -2.650  0.248
28 H -1.865 -0.628 -2.948  0.285
29 H -1.031 0.122 -4.274  0.363
30 C 0.885 3.565 3.284  -0.864
31 N 1.314 4.205 2.062  0.288
32 C 2.759 4.412 2.051  -1.194
33 P 0.399 5.299 1.084  0.873
34 O 0.954 4.895 -0.261  -0.868
35 N -1.229 4.739 0.780  0.266
36 C -1.659 3.422 1.210  -1.155
37 C -1.674 4.960 -0.595  -1.024
38 N -0.169 6.233 2.402  0.057
39 C 0.798 7.125 3.039  -1.078
40 C -1.471 6.216 3.039  -0.851
41 H 0.836 4.247 4.148  0.192
42 H 1.586 2.772 3.547  0.403
43 H -0.079 3.074 3.186  0.169
44 H 3.063 5.225 2.725  0.332
45 H 3.105 4.661 1.047  0.344
46 H 3.288 3.505 2.351  0.358
47 H -0.974 2.625 0.887  0.266
48 H -2.651 3.200 0.812  0.432
49 H -1.783 3.376 2.294  0.226
50 H -1.295 4.191 -1.278  0.251
51 H -1.345 5.930 -0.964  0.360
52 H -2.766 4.945 -0.636  0.315
53 H 1.223 6.676 3.946  0.293
54 H 0.348 8.080 3.312  0.380
55 H 1.623 7.350 2.362  0.339
56 H -1.564 5.371 3.727  0.261
57 H -2.285 6.187 2.322  0.280
58 H -1.622 7.130 3.621  0.368
59 C 0.134 -6.482 -1.451  -0.047
60 C -0.754 -7.282 -1.523  -0.567
61 C -1.665 -8.430 -1.490  -0.538
62 C -1.803 -8.923 -0.025  -0.563
63 O -1.048 -10.106 0.209  -0.324
64 C 0.279 -9.862 0.385  0.113
65 O 1.084 -10.157 -0.448  -0.435
66 H 0.927 -5.823 -1.180  0.570
67 H -1.276 -9.250 -2.089  0.289
68 H -2.644 -8.119 -1.850  0.350
69 H -2.853 -9.165 0.125  0.289
70 H -1.558 -8.108 0.656  0.447
71 H 0.640 -9.440 1.334  0.407


Record 4
Computed, not measured: a molecular structure, C9H21InN3O3 at a distorted geometry, with wB97M-V/def2-TZVPD.

## Properties
Energy = -25427.916 eV
Charge = +3

Last column: Mulliken charge in e.
Element x y z (Å)
1 In 2.297 0.791 -0.183  1.173
2 C -1.220 3.299 1.978  -1.391
3 C -0.261 2.217 2.352  0.702
4 O 0.143 1.352 1.530  -0.435
5 N 0.350 2.267 3.542  -0.034
6 C -0.010 3.060 4.660  -0.786
7 H -1.541 3.129 0.953  0.297
8 H -0.674 4.244 1.996  0.456
9 H -2.119 3.316 2.591  0.460
10 H 1.131 1.628 3.671  0.300
11 H 0.869 3.505 5.127  0.331
12 H -0.545 2.434 5.401  0.345
13 H -0.741 3.825 4.402  0.357
14 C -2.082 -1.074 0.310  -0.914
15 C -0.791 -1.679 0.749  0.613
16 O 0.309 -1.298 0.356  -0.479
17 N -0.852 -2.727 1.604  -0.038
18 C 0.256 -3.439 2.141  -0.765
19 H -2.367 -1.455 -0.671  0.261
20 H -1.943 0.004 0.264  0.189
21 H -2.911 -1.271 0.991  0.463
22 H -1.776 -2.927 1.981  0.314
23 H 0.055 -3.724 3.171  0.359
24 H 1.146 -2.801 2.125  0.297
25 H 0.502 -4.309 1.513  0.333
26 C -0.663 -0.928 -3.567  -0.828
27 C 0.776 -0.525 -3.732  0.591
28 O 1.458 -0.070 -2.801  -0.464
29 N 1.356 -0.755 -4.937  -0.083
30 C 2.730 -0.466 -5.278  -0.758
31 H -1.191 -0.097 -3.108  0.289
32 H -0.717 -1.812 -2.930  0.196
33 H -1.100 -1.206 -4.524  0.371
34 H 0.841 -1.322 -5.604  0.298
35 H 3.385 -1.315 -5.023  0.338
36 H 3.101 0.385 -4.704  0.310
37 H 2.799 -0.255 -6.344  0.336


Record 5
Computed, not measured: 2 unconnected molecules or ions with the total composition C29H51BrClN6O5P2S2 at a distorted geometry, with wB97M-V/def2-TZVPD.

## Properties
Energy = -172885.162 eV
Charge = +1

Last column: Mulliken charge in e.
Element x y z (Å)
1 C 1.953 -4.265 3.425  -1.156
2 C 3.053 -4.498 2.362  -0.588
3 C 3.577 -3.179 1.759  -0.765
4 C 3.856 -3.293 0.241  -1.251
5 N 3.318 -2.109 -0.475  0.806
6 C 2.480 -2.514 -1.619  -1.563
7 C 1.174 -3.146 -1.173  -0.782
8 C 0.399 -2.314 -0.144  0.818
9 C -1.096 -2.225 -0.464  -2.018
10 N -1.713 -1.092 0.239  0.452
11 C -1.600 0.205 -0.116  0.668
12 N -2.137 1.174 0.632  -0.597
13 C -1.821 2.323 0.021  0.483
14 C -2.250 3.590 0.687  -1.146
15 C -2.763 4.752 -0.168  -0.333
16 C -3.961 4.377 -1.059  -0.945
17 C -3.720 4.269 -2.570  -0.181
18 C -3.109 5.508 -3.213  -0.777
19 O -2.585 5.177 -4.489  -0.425
20 C -1.193 5.328 -4.641  -0.473
21 N -1.112 2.082 -1.085  1.429
22 C -0.539 3.059 -1.988  -0.253
23 C 0.975 3.369 -1.766  0.119
24 C 1.249 4.861 -1.580  -1.280
25 Br 1.664 2.417 -0.191  -0.120
26 N -0.969 0.706 -1.227  -0.699
27 P -0.156 -0.204 -2.572  0.349
28 N -1.462 -0.422 -3.663  -0.668
29 O 0.756 0.904 -3.343  -0.400
30 P -2.642 -1.468 1.686  -0.029
31 O -1.671 -2.605 2.299  -0.214
32 Cl -4.133 -2.616 0.834  -0.238
33 C 4.360 -1.258 -0.937  -0.438
34 S 5.490 -1.682 -2.018  -0.134
35 S 4.350 0.381 -0.268  0.092
36 C 6.044 0.622 0.326  -1.042
37 C 6.995 1.288 -0.680  -0.211
38 C 7.832 2.413 -0.036  -1.175
39 H 2.409 -4.181 4.405  0.369
40 H 1.243 -5.086 3.398  0.303
41 H 1.418 -3.353 3.174  0.209
42 H 3.886 -5.035 2.806  0.540
43 H 2.635 -5.138 1.587  0.308
44 H 2.875 -2.365 1.908  0.416
45 H 4.499 -2.928 2.279  0.493
46 H 4.930 -3.382 0.110  0.518
47 H 3.411 -4.201 -0.150  0.529
48 H 3.023 -3.244 -2.228  0.363
49 H 2.296 -1.659 -2.265  0.541
50 H 0.581 -3.313 -2.073  0.549
51 H 1.389 -4.131 -0.766  0.524
52 H 0.823 -1.313 -0.150  0.248
53 H 0.507 -2.749 0.844  0.027
54 H -1.290 -2.227 -1.536  0.429
55 H -1.554 -3.125 -0.063  0.608
56 H -3.047 3.309 1.366  0.438
57 H -1.430 3.914 1.330  0.261
58 H -3.101 5.513 0.530  0.418
59 H -1.948 5.234 -0.700  0.085
60 H -4.434 3.475 -0.676  0.426
61 H -4.713 5.155 -0.926  0.436
62 H -4.698 4.138 -3.024  0.474
63 H -3.143 3.367 -2.778  -0.030
64 H -2.391 6.036 -2.585  0.417
65 H -3.928 6.206 -3.386  0.476
66 H -0.960 6.149 -5.318  0.350
67 H -0.777 4.428 -5.099  0.182
68 H -0.671 5.482 -3.696  0.090
69 H -1.077 3.991 -1.947  -0.912
70 H -0.671 2.679 -2.996  0.450
71 H 1.559 3.018 -2.604  0.422
72 H 1.415 5.319 -2.552  0.377
73 H 0.456 5.385 -1.051  0.234
74 H 2.151 4.976 -0.993  0.469
75 H -2.348 -0.391 -3.171  0.318
76 H -1.457 0.252 -4.424  0.270
77 H 0.758 0.719 -4.291  0.358
78 H -2.200 -3.386 2.543  0.276
79 H 5.934 1.282 1.182  0.522
80 H 6.459 -0.315 0.683  0.349
81 H 6.455 1.722 -1.514  0.325
82 H 7.690 0.546 -1.057  0.299
83 H 8.873 2.345 -0.337  0.319
84 H 7.813 2.364 1.051  0.353
85 H 7.475 3.396 -0.328  0.283
86 C -6.308 -6.072 5.372  -0.419
87 C -5.401 -6.079 4.400  -0.387
88 C -4.526 -4.909 4.157  0.522
89 O -3.700 -4.919 3.265  -0.541
90 C -4.695 -3.728 5.038  -0.178
91 C -5.601 -3.718 6.011  -0.436
92 C -6.481 -4.891 6.257  0.279
93 O -7.303 -4.882 7.142  -0.516
94 H -6.958 -6.915 5.567  0.405
95 H -5.259 -6.929 3.745  0.422
96 H -4.044 -2.884 4.844  0.403
97 H -5.742 -2.867 6.665  0.421